[1]
Entry from the OMol25 dataset: one molecule with the formula C4H9NO2 in a non-equilibrium geometry (ωB97M-V/def2-TZVPD).

Each line ends with the natural charge from an NBO analysis.
Positions of all 16 atoms, in Å:
N  -1.478  1.388  -1.102  -0.8161
C  -0.310  0.695  -1.240  0.6737
O  0.753  1.272  -1.365  -0.6173
C  -0.383  -0.806  -0.975  -0.4902
C  0.561  -1.144  0.203  -0.4209
C  0.103  -0.437  1.453  -0.0623
O  0.826  -0.765  2.634  -0.7193
H  -2.345  0.970  -1.148  0.3848
H  -1.441  2.374  -1.253  0.3987
H  -1.398  -1.071  -0.681  0.1991
H  -0.065  -1.298  -1.893  0.2382
H  0.643  -2.209  0.341  0.2004
H  1.536  -0.808  -0.139  0.2303
H  0.176  0.635  1.323  0.1848
H  -0.943  -0.634  1.678  0.1518
H  1.246  -1.627  2.557  0.4644

Values from the calculation:
Energy above the lowest of the compared OMol25 structures with the same formula, charge and spin: 18.6 kcal/mol
Orbital gap: 10.82 eV

***

[2]
Entry from the OMol25 dataset: an isolated ion of composition C4H9NO2 and charge +1 in a non-equilibrium geometry (ωB97M-V/def2-TZVPD).

Each line ends with the natural charge from an NBO analysis.
Positions of all 16 atoms, in Å:
C  0.521  0.314  -0.418  -0.5098
C  0.657  -0.719  0.721  0.1069
C  0.466  -2.169  0.260  -0.6363
O  1.983  -0.618  1.220  -0.6693
C  -0.823  0.945  -0.628  0.6411
N  -1.870  0.588  0.059  -0.6934
O  -0.843  1.851  -1.484  -0.0744
H  1.235  1.120  -0.276  0.2850
H  0.913  -0.083  -1.348  0.2903
H  -0.008  -0.465  1.559  0.1683
H  0.559  -2.223  -0.819  0.2196
H  1.274  -2.734  0.718  0.2713
H  -0.488  -2.541  0.611  0.2235
H  2.180  0.263  1.593  0.4846
H  -1.775  -0.226  0.644  0.4402
H  -2.781  1.003  -0.073  0.4524

Values from the calculation:
⟨S²⟩: 0.76
2S+1: 2
Energy above the lowest of the compared OMol25 structures with the same formula, charge and spin: 32.8 kcal/mol
Orbital gap (alpha / beta): 11.11 / 5.92 eV
Total charge: +1

***

[3]
Entry from the OMol25 dataset: a 2-piece molecular cluster, C4H9NO2S overall in a non-equilibrium geometry (ωB97M-V/def2-TZVPD).

Each line ends with the natural charge from an NBO analysis.
Positions of all 17 atoms, in Å:
C  2.500  -0.680  -0.931  -0.6579
C  1.714  0.525  -0.742  -0.2214
C  0.816  0.892  0.171  -0.0522
N  0.355  -0.016  1.203  -0.8279
H  3.589  -0.337  -1.114  0.2255
H  2.517  -1.448  -0.241  0.2090
H  2.380  -1.068  -1.934  0.2354
H  1.841  1.247  -1.589  0.2119
H  0.430  1.952  0.159  0.2273
H  0.099  0.398  2.039  0.3929
H  0.866  -0.821  1.379  0.3906
O  -3.831  -0.248  -1.138  -0.5813
C  -2.936  -0.303  -0.331  0.7278
O  -1.697  -0.123  -0.562  -0.7118
S  -3.163  -0.196  1.539  -0.2496
H  -1.047  -0.186  0.410  0.5069
H  -4.432  0.414  1.680  0.1747

Values from the calculation:
Energy above the lowest of the compared OMol25 structures with the same formula, charge and spin: 50.1 kcal/mol
Orbital gap: 9.61 eV

***

[4]
Entry from the OMol25 dataset: a 2-piece molecular cluster, C4H9NO2SSi overall in a non-equilibrium geometry (ωB97M-V/def2-TZVPD).

Each line ends with the natural charge from an NBO analysis.
Positions of all 18 atoms, in Å:
C  2.811  -1.950  0.125  -0.3415
C  1.616  -1.855  0.777  -0.2765
C  0.496  -1.049  0.262  0.6585
C  -2.220  1.306  1.218  -0.9241
N  0.734  0.272  -0.089  -1.1040
O  -0.561  -1.563  0.037  -0.6017
O  -1.397  0.260  -1.849  -1.1111
Si  -0.605  1.108  -0.742  1.7708
S  -0.207  2.986  -1.699  -0.4433
H  3.618  -2.602  0.563  0.2036
H  3.181  -1.504  -0.753  0.2029
H  1.323  -2.533  1.516  0.2306
H  -3.047  1.963  0.733  0.2095
H  -2.641  0.343  1.385  0.1958
H  -1.719  1.597  2.115  0.1987
H  1.758  0.653  -0.040  0.4392
H  -1.686  -0.564  -1.473  0.5212
H  -1.456  3.133  -2.083  0.1713

Values from the calculation:
Energy above the lowest of the compared OMol25 structures with the same formula, charge and spin: 37.8 kcal/mol
Orbital gap: 8.91 eV